[1]
DFT (ωB97M-V with the def2-TZVPD basis set) results for C30H60AlBr3ClFN3Na2O10PS2Si2 as an isolated structure at a distorted geometry.

## Properties
highest occupied orbital energy = -0.1735 Eh
2S+1 = 1

Cartesian coordinates (Å):
O -1.4110 -9.5376 5.4342
Br -5.2739 0.8219 -5.2091
H -2.9722 -2.6135 -1.3245
Si -5.6870 4.8406 1.6101
H -1.8637 -1.0294 -3.2230
H -6.9273 5.5198 -0.4473
N 5.8231 4.3525 0.8381
H 3.1577 2.0194 0.9344
C 5.2350 0.6527 0.6145
H -6.6140 1.5946 -1.6958
H 1.8897 -6.0092 -0.8145
C 0.4193 -4.8148 -1.8587
H -5.5754 8.2554 0.4328
O 3.1552 -1.7397 -1.3664
S 3.6410 0.8818 1.4871
H 3.9806 -2.2026 -3.9702
C 7.1352 -2.3217 -1.9941
H 6.6496 -0.3463 -1.4906
H -4.0259 -1.9742 -2.6428
C 0.3127 -3.4499 -3.7445
C 6.5126 6.3409 2.6631
H -0.3899 -10.9851 6.5150
C -1.9247 -2.1288 -3.2145
H -5.2869 6.1943 -0.4633
H 4.6901 5.7859 3.6660
C 6.9356 5.0739 0.6960
H -6.2660 9.5873 1.3544
H 0.2702 -4.8778 2.2972
H 5.9973 1.3821 0.9410
H -3.6897 4.4634 3.0505
C -3.1402 -2.5856 -2.4098
H -2.1657 -10.9929 6.7047
H -8.2520 8.2808 3.7757
C 5.0548 4.6262 1.8939
Br 5.6115 -3.6102 0.2956
H -5.9572 2.4098 1.1237
H -5.8556 -0.4275 -3.1331
C -6.3330 8.5080 1.1765
H 4.1591 4.0223 1.9832
H 9.0584 -0.2728 -1.2122
N -6.4802 5.9112 2.6666
N 1.2759 -4.2383 -2.9129
C -3.8484 4.6554 1.9878
C 5.2285 -3.5305 -2.7782
H -1.4897 -10.1258 4.6771
C 7.3259 6.0724 1.5744
C -6.1846 0.5371 -3.5077
C 8.4543 -0.7256 -0.4100
O 5.7416 -2.4272 -2.2515
O 5.5416 -1.0732 2.1455
H -5.5392 4.4962 -0.8539
H -7.0749 7.8997 5.0500
C -6.4532 3.1195 1.7982
H -3.2845 5.5453 1.7051
H 8.9966 -1.4888 0.1656
C 1.1123 -5.2817 -0.5303
H -0.1221 -5.6746 -2.4031
H -2.0516 -2.4438 -4.2662
C 7.0862 -1.1924 -0.9351
H -7.3190 8.2980 0.7574
S 2.6011 -3.1896 -2.2811
H 1.5300 -4.4492 0.0509
H 3.7604 -4.0062 -4.3314
C -5.8815 5.3158 -0.2088
C -5.9283 1.6572 -2.5394
H -0.0015 -3.0916 -0.6091
H -6.0040 2.6428 -2.9898
H -7.2418 0.4831 -3.7617
H 7.5381 4.8303 -0.1729
H -3.4279 3.8128 1.4265
H 0.7770 -2.8931 -4.5693
C 5.6871 -0.7335 1.0453
O 6.2273 -1.7189 0.1369
H 5.0718 0.6832 -0.4790
C 3.9387 -3.2312 -3.5750
H 8.2414 6.6247 1.4095
Cl 0.8060 -7.6000 1.0220
H -3.4271 -4.5317 -2.0541
C -0.4907 -3.5780 -1.4713
H 1.5639 -4.9608 -3.5932
H -0.9459 -4.2111 1.1597
H -3.5780 7.6119 2.5972
C -0.5221 -5.1608 1.5061
C -4.3053 7.8477 3.3763
H -6.3373 2.7537 2.8205
H -6.9672 9.4363 4.1712
H -1.3154 -5.7848 2.0631
H -1.4153 -4.0098 -1.0536
Br -4.1501 1.5235 -1.7617
F 1.5869 0.9746 -0.1525
H -0.8102 -6.2988 -0.3575
Si -6.0762 7.5632 2.7908
Al -1.5318 -6.7052 -2.6665
H 0.0401 -1.7773 -2.4876
H 8.2499 0.1070 0.2919
Na -0.4975 -6.7073 3.0248
C 0.0529 -6.0598 0.3270
P 2.9954 -0.5754 -2.3737
H -1.1922 -9.7174 7.4661
O -3.3949 -3.9561 -2.8300
H 6.7808 7.1142 3.3725
O 1.6034 0.1394 -2.1718
C -7.2057 8.3715 4.0745
C -1.2823 -10.3614 6.5954
O 4.0943 0.4626 -2.1852
H 7.6277 -3.1953 -1.5427
H -7.5171 3.1392 1.5497
H -0.3811 -4.2500 -4.1065
O 3.0326 -1.0997 -3.8068
H 7.7201 -1.9291 -2.8435
C 5.3517 5.6056 2.8297
Na -2.8563 -3.7622 -5.6156
H -4.1581 8.8989 3.6486
O 5.6140 -4.6455 -2.6410
C -0.5594 -2.6749 -2.7314
H -4.0834 7.2394 4.2554

Results of the Mulliken charge analysis, in e, for atoms 1 through 2: -0.49, -0.16

=====

[2]
DFT (ωB97M-V with the def2-TZVPD basis set) results for C19H23InN5O12PS as an isolated structure at a distorted geometry.

## Properties
highest occupied orbital energy = -0.1148 Eh
net charge = -2
energy above the lowest of the compared OMol25 structures with the same formula, charge and spin = 0.0000 eV
2S+1 = 1

Cartesian coordinates (Å):
H -1.4881 -2.4845 2.3569
C -2.9126 -3.0644 -1.3507
C -4.8834 -0.0700 0.3473
C -0.6284 3.6677 1.1200
H -1.0988 -0.8801 3.0356
C -0.6614 2.2930 0.9111
N 1.0808 -2.4650 1.0042
C -2.0883 2.5304 -0.8560
O -0.3217 1.5149 3.0786
N 1.1704 1.9441 -2.0866
H 2.6776 -5.4242 0.9884
O -2.7298 -0.9236 1.7409
C -1.3250 4.4895 0.2568
H -2.6551 4.5123 -1.4420
H -0.8562 -0.2490 -2.6415
H -2.5467 -1.7473 3.5817
H -0.0325 4.0652 1.9282
C 2.9359 -2.4234 2.5028
C 1.4039 -3.7232 0.7081
C 2.4653 -4.4015 1.2703
O 1.6673 -0.1630 3.5032
O 3.4552 -1.9339 -1.4729
N 0.8601 0.4237 1.4079
C 0.4503 1.3789 -3.0283
O -3.0017 -2.5317 -0.0482
O 5.5985 -0.9396 -0.9727
S 4.1702 -0.7197 -1.0462
H 0.4062 -1.3192 -1.1334
N -1.3892 1.7293 -0.0570
C 1.4988 3.3406 -2.0823
C 1.8458 -1.8207 1.8756
C -2.0826 3.9093 -0.7498
H 3.5219 -1.8339 3.1918
O 3.6252 -0.2874 0.3199
In 2.0356 0.8224 -0.5088
C 0.0186 1.3858 1.9093
C -1.9042 -1.5444 2.7236
O -0.0872 1.9255 -4.0084
H 0.4458 -0.6070 -3.7911
O 2.4032 2.8888 0.1261
C 1.4649 -0.4222 2.3312
H 1.8071 -1.2558 -2.0036
P -2.3571 -0.9635 0.1622
H -1.8931 -3.3821 -1.5915
O 3.7877 0.4191 -1.9427
H 0.6544 3.9613 -2.3893
H -4.7842 0.5290 1.2539
N 0.9669 -0.7297 -1.7365
C 3.2597 -3.7234 2.1848
H 0.7620 -4.2192 -0.0126
C 0.2147 -0.1345 -2.8331
H 2.3454 3.5446 -2.7524
O -3.6579 -0.1185 -0.3593
H -5.2235 -1.0721 0.6204
H -1.2686 5.5655 0.3570
H -3.5744 -3.9316 -1.3995
H -2.6818 2.0342 -1.6153
H 4.1186 -4.2048 2.6360
O 1.8948 4.9919 -0.4124
H -3.2273 -2.3405 -2.1115
C 1.9600 3.7903 -0.6807
H -5.6119 0.3973 -0.3172

Results of the Mulliken charge analysis, in e, for atoms 1 through 2: 0.25, -0.71

=====

[3]
DFT (ωB97M-V with the def2-TZVPD basis set) results for an isolated ion of composition C9H17BrNOS and charge +1 at a distorted geometry.

## Properties
highest occupied orbital energy = -0.4847 Eh
net charge = +1
SMILES = C=CC[N@+](S)(C[C@@H]1CO1)C[C@H](C)Br
2S+1 = 1

Cartesian coordinates (Å):
Br -3.5585 -1.3602 -0.5381
C 1.4250 -2.6699 0.5877
H 1.2767 -2.6923 1.6629
H -0.9133 -1.6407 0.1102
H 0.2406 1.8764 -1.8648
H -1.4997 0.8486 -2.6293
S -0.8997 -0.3491 -2.5746
C 1.2460 -0.9709 -1.2404
H -0.3693 1.8599 -0.1551
H 1.2248 -3.5858 0.0393
H 2.6869 -0.9987 0.4420
H -2.4175 0.8978 -0.4548
C -2.7282 0.3400 1.5703
H 2.8240 1.5011 1.5016
C 1.6587 1.7139 -0.3235
H -2.9371 1.4064 1.6416
H 0.9422 1.3819 1.7632
H -3.6557 -0.1571 1.8319
H 0.8831 -1.8270 -1.8200
C -0.8697 -0.5557 0.1179
H 1.9480 -0.4713 -1.9012
C 1.8068 1.5788 1.1460
H 2.5181 1.4565 -0.9316
H -0.3846 -0.2456 1.0380
C 1.8400 -1.5268 0.0130
O 1.7046 2.8548 0.4626
C -2.3062 -0.0177 0.1170
H -1.9767 0.0614 2.3053
N 0.0180 -0.0988 -1.0215
C 0.2726 1.3902 -0.8955

Results of the Mulliken charge analysis, in e, for atoms 1 through 2: -0.06, -0.81

=====

[4]
DFT (ωB97M-V with the def2-TZVPD basis set) results for an isolated molecule of ClH2NOS at a distorted geometry.

## Properties
highest occupied orbital energy = -0.3740 Eh
energy above the lowest of the compared OMol25 structures with the same formula, charge and spin = 2.3854 eV
2S+1 = 1

Cartesian coordinates (Å):
H -0.0317 -0.4070 -1.1358
N -0.4160 -0.7114 -0.3020
S -0.2731 0.6491 0.6916
H -1.1140 -1.3805 -0.4965
O 0.4212 1.9107 -0.4796
Cl 1.4136 -0.0610 1.7223

Results of the Mulliken charge analysis, in e, for atoms 1 through 2: 0.27, -0.39

=====

Question: Which formula does entry 4 have?
Answer: ClH2NOS

=====

Question: What is the 2S+1 in the fourth record?
Answer: 1

=====

Please write out number 4 again, unchanged.
DFT (ωB97M-V with the def2-TZVPD basis set) results for an isolated molecule of ClH2NOS at a distorted geometry.

## Properties
highest occupied orbital energy = -0.3740 Eh
energy above the lowest of the compared OMol25 structures with the same formula, charge and spin = 2.3854 eV
2S+1 = 1

Cartesian coordinates (Å):
H -0.0317 -0.4070 -1.1358
N -0.4160 -0.7114 -0.3020
S -0.2731 0.6491 0.6916
H -1.1140 -1.3805 -0.4965
O 0.4212 1.9107 -0.4796
Cl 1.4136 -0.0610 1.7223

Results of the Mulliken charge analysis, in e, for atoms 1 through 2: 0.27, -0.39

=====

Question: Among the records above, which one has the highest highest occupied orbital energy?
Answer: C19H23InN5O12PS